No. 1
Formula: C52H73N8O10Zr
Source: the OMol25 dataset
Level of theory: ωB97M-V with the def2-TZVPD basis set

Values from the calculation:
HOMO energy, eV: -13.548
Frontier orbital gap, eV: 1.265
Maximum force, eV/A: 7.6
E_tot, eV: -88749.250

```
! wB97M-V def2-TZVPD RIJCOSX def2/J DEFGRID3
* xyz 3 1
Zr -11.44570 19.37863 4.70545
C -7.06690 20.74747 4.60206
C -8.43461 21.43701 4.42671
C -8.38172 22.35294 3.24545
O -9.50575 20.41726 4.33924
H -6.23838 21.41040 4.35266
H -7.01090 19.94601 3.86542
H -6.88903 20.34613 5.59976
H -8.60977 22.11781 5.25974
H -7.83406 23.24350 3.55377
H -9.39772 22.67899 3.02286
H -8.05965 21.89740 2.30904
C -6.19505 16.18346 2.85292
C -5.67332 14.87897 2.85339
C -4.80639 14.57632 3.84894
C -4.11954 15.53937 4.72056
C -4.47335 16.92188 4.48340
C -5.57757 17.16140 3.68755
C -3.72479 18.08173 5.01998
O -3.95586 19.23408 4.85084
C -2.40390 17.73562 5.74932
C -1.56176 18.81681 6.12784
C -0.29866 18.40978 6.70532
C 0.02058 17.18899 7.19272
C -0.85259 16.16169 6.78548
C -2.07052 16.34885 6.04745
C -2.95938 15.18258 5.50890
O -2.51797 14.03750 5.40436
H -7.00320 16.34359 2.15459
H -6.29892 14.12449 2.39975
H -4.49859 13.54163 3.88169
H -5.81376 18.18446 3.43467
H -1.84635 19.85743 6.17782
H 0.34318 19.27038 6.82288
H 0.78800 17.03790 7.93747
H -0.51381 15.17503 7.06505
C -5.83442 25.65406 2.21481
C -5.04763 24.75604 3.00375
C -3.82142 25.03156 3.52060
C -3.32294 26.33693 3.42195
C -4.19474 27.31698 2.81282
C -5.40118 26.96472 2.13545
C -3.74784 28.76375 2.63130
O -4.31687 29.60196 1.88934
C -2.52645 29.21471 3.39546
C -2.16919 30.63304 3.47883
C -1.04939 31.06748 4.15433
C -0.25522 30.09143 4.78810
C -0.59911 28.69691 4.84903
C -1.64832 28.20732 4.11000
C -2.01870 26.71929 4.04780
O -1.34769 25.92535 4.81846
H -6.85358 25.35670 2.01658
H -5.53100 23.80778 3.18694
H -3.16389 24.29534 3.95883
H -6.13100 27.68911 1.80528
H -2.70533 31.47085 3.05807
H -0.69067 32.08322 4.23178
H 0.63179 30.34013 5.35180
H -0.07535 28.04543 5.53289
C -6.75220 20.10415 9.75136
O -7.62241 20.46179 10.57428
N -6.48014 20.81834 8.66763
N -6.11477 19.00255 9.89624
H -6.98060 21.67572 8.48178
H -5.73041 20.48014 8.08144
H -5.57738 18.64786 9.11809
H -6.07831 18.65377 10.84340
C -10.01283 18.26118 1.84959
O -10.92730 18.68489 2.51025
N -8.82413 18.68812 1.98116
N -10.15652 17.17491 1.06335
H -8.11890 18.54197 1.27306
H -8.94642 19.58315 2.43290
H -11.08908 16.79628 0.97924
H -9.46820 16.70200 0.49532
C -9.98318 19.80154 7.79410
O -10.66082 19.58505 6.79401
N -9.55409 20.97391 8.12932
N -9.57578 18.94432 8.59718
H -9.43017 21.01161 9.13098
H -9.64688 21.81300 7.57488
H -9.13027 19.03364 9.49921
H -10.02446 18.05499 8.43019
C -11.93873 28.38905 5.71199
C -10.70222 28.10283 4.84329
C -10.42966 26.63808 4.76550
C -9.48612 26.13778 3.59789
C -9.92235 26.74212 2.36254
C -10.17015 28.25915 2.29475
N -10.97564 28.72645 3.43766
O -11.33833 30.01192 3.34530
C -8.77847 28.95246 2.11924
C -10.91338 28.74605 1.00060
C -9.41738 28.64287 5.55084
H -12.27878 29.42416 5.68013
H -11.49063 28.34868 6.70481
H -12.76005 27.67376 5.66865
H -10.24610 26.26037 5.77136
H -11.33482 26.19229 4.35311
H -9.45678 25.05028 3.66539
H -8.53875 26.55360 3.94098
H -10.82263 26.16785 2.14384
H -9.19597 26.45679 1.60158
H -8.24872 28.67235 1.20875
H -8.92526 30.02184 1.96768
H -8.17282 28.93841 3.02538
H -11.93893 28.38347 1.07041
H -11.10976 29.81670 0.94343
H -10.41949 28.46585 0.07020
H -9.29098 28.33071 6.58752
H -9.17316 29.68802 5.36083
H -8.58367 28.25200 4.96755
H -10.57187 30.33173 2.86380
C -12.91415 26.01776 -0.34747
C -13.74864 24.93688 -1.16858
C -13.13535 24.90395 -2.61580
C -11.86602 24.16633 -2.58424
C -11.95577 22.72295 -1.91694
C -12.50212 22.73368 -0.50890
N -13.73987 23.55077 -0.51332
O -14.27327 23.58474 0.81688
C -12.92461 21.19542 -0.15018
C -11.23981 23.27377 0.31841
C -15.24535 25.40612 -1.23091
H -12.99847 25.87183 0.72942
H -13.02301 27.09512 -0.47210
H -11.88572 25.89451 -0.68693
H -13.91473 24.51237 -3.26951
H -12.94088 25.93559 -2.90909
H -11.06180 24.75096 -2.13755
H -11.42776 23.95851 -3.56039
H -10.94076 22.32569 -1.91048
H -12.47639 21.92956 -2.45321
H -13.40391 20.77815 -1.03575
H -12.04753 20.57681 0.03991
H -13.57507 20.98034 0.69762
H -10.46581 22.55984 0.60005
H -10.76785 24.21102 0.02358
H -11.64430 23.63314 1.26464
H -15.40577 26.09345 -2.06153
H -15.55539 25.86685 -0.29299
H -15.95085 24.63462 -1.53942
H -15.20876 23.63007 0.60615
*
```


No. 2
Formula: C5H12NS2
Source: the OMol25 dataset
Level of theory: ωB97M-V with the def2-TZVPD basis set

Values from the calculation:
HOMO energy, eV: -2.490
Frontier orbital gap, eV: 2.684
Maximum force, eV/A: 3.8
E_tot, eV: -28535.708

```
! wB97M-V def2-TZVPD RIJCOSX def2/J DEFGRID3
* xyz -1 1
C -0.79336 1.69781 -0.71461
C -0.79462 1.45306 -2.26100
S -1.87792 2.60249 -3.18268
C 0.21702 0.73406 -0.11590
N -0.56686 -0.49758 0.25117
C 0.23009 -1.60852 0.74014
C 0.58861 -1.49273 2.20341
S 2.09895 -2.47212 2.55227
H -0.51436 2.75738 -0.69874
H -1.84406 1.59894 -0.43179
H 0.22586 1.55783 -2.61285
H -1.18197 0.43017 -2.42019
H 0.92928 0.38623 -0.88851
H 0.80835 1.12515 0.70869
H -1.09359 -0.19486 1.06712
H -0.34035 -2.49024 0.41983
H 1.30599 -1.66463 0.25104
H 0.74156 -0.42451 2.38029
H -0.29461 -1.79979 2.77698
H 2.15600 -1.69812 -0.02466
*
```


No. 3
Formula: C10H14N2S
Source: the OMol25 dataset
Level of theory: ωB97M-V with the def2-TZVPD basis set

Values from the calculation:
HOMO energy, eV: -7.858
Frontier orbital gap, eV: 8.498
Maximum force, eV/A: 4.6
SMILES string: CNc1cnccc1SC=C(C)C
E_tot, eV: -24410.570

```
! wB97M-V def2-TZVPD RIJCOSX def2/J DEFGRID3
* xyz 0 1
C 1.04522 2.79483 1.21008
N 0.74963 1.37126 1.25906
C 1.35683 0.47934 0.40343
C 2.25102 0.77221 -0.64420
N 2.96293 -0.12255 -1.30832
C 2.89401 -1.37090 -0.92726
C 1.89713 -1.88781 -0.02785
C 1.08964 -0.95352 0.59499
S -0.13901 -1.45120 1.77392
C -1.74136 -0.95347 1.11656
C -2.13068 -0.71489 -0.15680
C -1.36793 -0.92860 -1.43603
C -3.51471 -0.25916 -0.40993
H 1.23280 3.02268 0.15728
H 0.14641 3.22722 1.54293
H 1.87957 3.02054 1.81302
H 0.34202 1.02423 2.07471
H 2.47932 1.76651 -0.96139
H 3.57910 -1.95094 -1.37780
H 1.95872 -2.94788 0.36706
H -2.36334 -0.83390 1.90242
H -1.60451 -1.62950 -2.20702
H -0.30034 -1.19524 -1.17692
H -1.26267 -0.00572 -2.00162
H -4.24831 -1.04132 -0.55414
H -3.38256 0.27735 -1.38060
H -3.80895 0.49041 0.35441
*
```


No. 4
Formula: C4H14O3S
Source: the OMol25 dataset
Level of theory: ωB97M-V with the def2-TZVPD basis set

Values from the calculation:
HOMO energy, eV: -8.829
Frontier orbital gap, eV: 9.371
Maximum force, eV/A: 1.6
SMILES string: OCCCCS.O.O
E_tot, eV: -21352.391

```
! wB97M-V def2-TZVPD RIJCOSX def2/J DEFGRID3
* xyz 0 1
O -0.79810 2.08928 0.96571
C -1.14792 0.71255 1.21370
C -0.00429 -0.14027 0.72109
C -0.11245 -1.63395 1.07769
C 0.48434 -2.50615 -0.04238
S -0.64428 -3.88042 -0.49102
H -1.28213 2.63935 1.58792
H -1.24013 0.54466 2.29568
H -2.06293 0.49542 0.70802
H 0.94181 0.29402 1.06478
H 0.08067 0.02574 -0.32341
H -1.15435 -1.91060 1.22931
H 0.49574 -1.80716 1.96222
H 0.81545 -2.02129 -0.94191
H 1.32205 -3.01228 0.38835
H -0.75765 -3.64088 -1.80221
O 1.77241 0.84360 -1.82792
H 1.24731 1.64455 -1.66929
H 2.30553 1.06853 -2.59171
O 0.19800 3.34414 -1.44788
H 0.18009 3.04454 -0.52767
H -0.63918 3.80664 -1.54908
*
```